A gas-phase ion, C3H6NO2 (charge -1). Source: the Open Molecules 2025 dataset; level of theory: wB97M-V/def2-TZVPD.

XYZ file:
```
12
Properties=species:S:1:pos:R:3:forces:R:3
H -1.251 1.617 0.856 1.6 0.8 -0.7
C 0.834 1.324 0.168 -1.9 0.7 0.0
N -0.456 2.261 0.549 0.0 -1.9 0.0
H 1.747 1.870 0.654 -1.5 -0.8 -1.6
H 0.664 1.198 -0.982 1.4 0.8 1.9
H 1.753 -0.692 0.529 0.2 0.8 -0.5
C 0.787 -0.167 0.627 0.4 0.3 -4.1
H -0.860 2.703 -0.308 0.9 -0.8 0.8
O 0.257 -2.251 -0.408 -0.5 0.9 -1.5
O -1.281 -0.584 -0.640 -0.5 0.5 -1.5
C -0.166 -1.055 -0.431 1.2 -1.5 5.0
H 0.600 -0.446 1.608 -1.4 0.1 2.1
```
Positions in Å, forces in eV/Å.

For the highest occupied orbital energy, the calculation gives -3.661 eV. Its energy is -323.14663 Eh. The value obtained for the energy above the lowest of the compared OMol25 structures with the same formula, charge and spin is 188.1 kJ/mol. As for the SMILES: NCCC(=O)[O-]. The total charge is -1. As for the HOMO-LUMO gap: 8.1 eV.



A molecular structure, C3H6NO2. Source: the Open Molecules 2025 dataset; level of theory: wB97M-V/def2-TZVPD.

XYZ file:
```
12
Properties=species:S:1:pos:R:3:forces:R:3
O 4.208 0.302 -1.703 1.9 0.5 -0.7
H -0.877 1.109 1.393 0.3 0.2 -0.7
C 3.732 -0.377 -0.801 -0.6 -1.1 1.6
H -2.909 -0.071 1.697 0.3 0.6 -0.5
C -1.148 0.585 0.462 1.9 -1.4 -0.5
H -1.185 1.171 -0.505 0.5 -0.4 1.4
N -3.303 -0.189 -0.406 2.4 -1.3 3.3
H 2.657 -0.315 -0.835 -2.1 -0.1 0.2
H -0.407 -0.315 0.340 -0.9 1.7 0.2
H -2.418 -0.836 -0.444 -0.6 0.1 -2.9
C -2.497 0.043 0.654 -3.9 0.6 -0.4
O 4.147 -1.107 0.149 0.6 0.8 -1.1
```
Positions in Å, forces in eV/Å.

For the highest occupied orbital energy, the calculation gives -3.557 eV. Its energy is -323.06346 Eh. The value obtained for the energy above the lowest of the compared OMol25 structures with the same formula, charge and spin is 406.4 kJ/mol. The total charge is -1. As for the HOMO-LUMO gap: 6.4 eV.



A gas-phase ion, C3H6NO2 (charge -1). Source: the Open Molecules 2025 dataset; level of theory: wB97M-V/def2-TZVPD.

XYZ file:
```
12
Properties=species:S:1:pos:R:3:forces:R:3
H 1.382 0.414 0.533 0.1 -0.3 -0.1
H -0.997 0.831 -1.314 -0.1 -0.5 -0.2
H -0.565 0.045 2.033 0.2 -0.1 -0.1
H 0.441 1.771 -1.109 -0.1 0.2 0.0
H -1.471 0.545 0.857 0.0 0.2 0.1
C 0.369 0.119 0.241 -0.9 0.1 0.6
N -0.544 0.702 1.255 -0.2 0.1 -0.2
H 0.667 0.221 -1.858 -0.5 -0.3 -0.3
O -0.447 -1.986 1.062 -0.3 -0.1 0.4
C 0.237 -1.436 0.183 0.8 0.0 -0.8
O 0.860 -1.967 -0.770 -0.1 0.0 0.2
C 0.069 0.740 -1.113 1.0 0.8 0.3
```
Positions in Å, forces in eV/Å.

For the highest occupied orbital energy, the calculation gives -3.769 eV. Its energy is -323.21117 Eh. The value obtained for the energy above the lowest of the compared OMol25 structures with the same formula, charge and spin is 18.6 kJ/mol. As for the SMILES: C[C@@H](N)C(=O)[O-]. The total charge is -1. As for the HOMO-LUMO gap: 8.3 eV.



2 unconnected molecules or ions with the total composition C3H6NO2. Source: the Open Molecules 2025 dataset; level of theory: wB97M-V/def2-TZVPD.

XYZ file:
```
12
Properties=species:S:1:pos:R:3:forces:R:3
O 2.356 -0.757 0.394 0.7 0.0 0.2
C -0.191 -1.430 -0.474 1.8 -1.1 -1.7
H -1.770 0.832 0.751 -0.8 0.0 0.3
H -0.502 2.203 0.759 -1.1 -0.4 -0.6
H -1.207 1.538 -0.843 -0.3 0.3 -0.4
C -1.309 1.640 0.222 3.1 -1.5 0.6
C 0.267 -0.240 0.187 -2.6 2.2 0.4
O 1.753 1.412 0.520 0.2 -1.0 0.5
H 0.055 -1.546 -1.602 -0.5 0.5 1.4
H 0.299 -2.300 -0.035 0.0 -0.1 0.2
N 1.458 0.151 0.405 1.5 1.6 -0.7
H -1.209 -1.503 -0.285 -2.1 -0.5 -0.1
```
Positions in Å, forces in eV/Å.

For the highest occupied orbital energy (spin up / spin down), the calculation gives -3.032 / -2.870 eV. Its energy is -322.91907 Eh. The value obtained for the energy above the lowest of the compared OMol25 structures with the same formula, charge and spin is 785.5 kJ/mol. The total charge is -1. As for the HOMO-LUMO gap (spin up / spin down): 7.1 / 7.1 eV.



2 unconnected molecules or ions with the total composition C3H6NO2. Source: the Open Molecules 2025 dataset; level of theory: wB97M-V/def2-TZVPD.

XYZ file:
```
12
Properties=species:S:1:pos:R:3:forces:R:3
H 2.258 -1.550 0.498 0.4 -2.2 1.6
H 3.284 -0.305 -0.431 -0.6 -0.5 0.0
H 0.341 -0.513 0.443 0.3 0.8 -1.2
N 0.716 1.122 -0.964 -1.3 -2.6 2.2
C 1.141 -0.064 -0.205 -0.1 0.0 0.8
H -3.643 0.249 0.465 -1.7 0.3 -0.9
C 2.322 -0.692 -0.041 0.1 3.5 -2.3
O -1.777 -0.330 0.020 -1.7 0.7 1.3
H -0.327 0.916 -0.854 1.2 0.9 -0.6
O -2.589 0.153 2.120 0.0 -0.3 -1.2
C -2.692 0.017 0.875 3.2 -0.5 0.6
H 0.968 0.997 -1.925 0.2 0.0 -0.5
```
Positions in Å, forces in eV/Å.

For the highest occupied orbital energy, the calculation gives -4.422 eV. Its energy is -323.16106 Eh. The value obtained for the energy above the lowest of the compared OMol25 structures with the same formula, charge and spin is 150.2 kJ/mol. The total charge is -1. As for the HOMO-LUMO gap: 8.5 eV.



A gas-phase ion, C3H6NO2 (charge +1). Source: the Open Molecules 2025 dataset; level of theory: wB97M-V/def2-TZVPD.

XYZ file:
```
12
Properties=species:S:1:pos:R:3:forces:R:3
N -0.247 0.457 -0.092 1.9 -1.2 -1.7
H -0.956 -1.144 -1.502 -0.2 0.0 -1.0
H 0.209 1.232 -0.670 0.0 -1.5 1.1
H -0.009 0.772 2.034 0.8 -0.1 -0.4
H 1.372 -0.159 1.022 0.3 1.1 0.6
O -0.205 -1.192 1.594 0.2 3.2 3.5
H 0.953 -1.243 -1.057 -2.3 1.1 0.0
H -1.142 0.813 0.065 -2.4 0.1 0.0
C -0.474 -1.974 0.592 4.4 10.2 -5.5
O -0.877 -3.065 0.636 -4.1 -9.6 0.0
C -0.167 -0.998 -0.806 1.2 -1.6 2.9
C 0.329 0.089 1.238 0.2 -1.7 0.4
```
Positions in Å, forces in eV/Å.

For the highest occupied orbital energy (spin up / spin down), the calculation gives -9.707 / -16.502 eV. Its energy is -322.62007 Eh. The value obtained for the energy above the lowest of the compared OMol25 structures with the same formula, charge and spin is 200.3 kJ/mol. Its spin multiplicity is 3. The total charge is +1. As for the HOMO-LUMO gap (spin up / spin down): 5.7 / 8.4 eV.



2 unconnected molecules or ions with the total composition C3H6NO2S. Source: the Open Molecules 2025 dataset; level of theory: wB97M-V/def2-TZVPD.

XYZ file:
```
13
Properties=species:S:1:pos:R:3:forces:R:3
H -4.659 -1.709 -0.211 -0.7 -0.3 0.0
O 3.366 -0.567 -1.002 -0.1 0.0 -0.9
S 2.528 0.014 -0.041 1.3 -0.6 1.8
H 0.887 0.123 -1.585 -0.8 0.6 1.9
H -1.124 0.637 0.340 2.0 0.2 -0.6
H 0.094 1.384 1.202 1.0 3.7 3.3
H 1.306 1.655 -0.945 -0.1 1.4 0.1
O 2.852 -0.003 1.342 -0.8 0.4 -0.9
C 0.919 0.729 -0.584 1.0 -2.1 -2.1
C -3.641 -1.467 -0.114 1.2 0.6 0.0
C 0.019 0.631 0.581 -4.0 -2.3 -3.3
H 0.000 -0.300 1.067 0.6 -1.3 0.7
N -2.547 -1.126 -0.052 -0.5 -0.3 0.0
```
Positions in Å, forces in eV/Å.

For the highest occupied orbital energy, the calculation gives -16.079 eV. Its energy is -720.91880 Eh. The value obtained for the energy above the lowest of the compared OMol25 structures with the same formula, charge and spin is 400.3 kJ/mol. The total charge is +1. As for the HOMO-LUMO gap: 9.3 eV.



A gas-phase ion, C3H6NO4S (charge +1). Source: the Open Molecules 2025 dataset; level of theory: wB97M-V/def2-TZVPD.

XYZ file:
```
15
Properties=species:S:1:pos:R:3:forces:R:3
H -1.511 2.833 -1.308 0.6 0.2 -0.4
H 0.471 -2.561 0.085 0.7 1.0 0.5
O 0.750 -0.178 -0.492 -0.4 1.4 -0.1
O 4.109 1.506 0.361 -2.9 -1.6 -0.8
S 0.762 1.621 -1.173 0.5 1.7 0.3
H 0.408 -2.043 1.730 1.2 0.2 -0.3
H -0.796 2.300 0.305 -0.2 1.0 1.2
O 2.543 -0.158 0.918 -0.4 -0.3 0.7
N 3.192 1.025 -0.094 4.4 1.8 -0.2
C 1.116 -2.044 0.861 -0.7 -2.2 -0.7
H 2.005 -2.753 0.940 -1.0 1.3 0.6
O 1.566 2.439 -0.241 -1.0 -0.3 -0.7
C 1.509 -0.670 0.418 -0.4 -1.3 0.3
H -1.341 1.132 -0.761 -1.1 -0.3 -0.3
C -0.928 2.130 -0.727 0.8 -2.6 -0.1
```
Positions in Å, forces in eV/Å.

For the highest occupied orbital energy, the calculation gives -15.016 eV. Its energy is -871.38725 Eh. The value obtained for the energy above the lowest of the compared OMol25 structures with the same formula, charge and spin is 102.7 kJ/mol. The total charge is +1. As for the HOMO-LUMO gap: 9.4 eV.



One value per record, in order, for strongest force on any atom: 5.336; 4.279; 1.326; 3.541; 4.206; 12.382; 5.671; 4.749 eV Å⁻¹.